{"formula": "C37H41IKN10OPS", "method": "the ωB97M-V functional and the def2-TZVPD basis", "elements": ["K", "N", "C", "C", "N", "C", "C", "N", "H", "H", "H", "H", "H", "H", "H", "H", "H", "H", "H", "H", "H", "I", "C", "C", "C", "C", "C", "C", "C", "C", "C", "P", "C", "C", "C", "C", "C", "C", "C", "C", "C", "C", "C", "C", "C", "H", "H", "H", "H", "H", "H", "H", "H", "H", "H", "H", "H", "H", "H", "H", "H", "S", "C", "N", "C", "C", "N", "H", "H", "H", "H", "H", "H", "N", "C", "C", "C", "N", "C", "C", "H", "H", "H", "H", "H", "H", "O", "N", "C", "C", "N", "C", "N"], "positions_angstrom": [[0.3210, -0.3681, 0.5289], [-2.1317, -2.0216, 0.3949], [-1.5178, -2.8074, -0.6960], [-1.4175, -2.0041, -1.9897], [-0.2454, -1.1280, -1.9688], [-0.1878, -0.2128, -3.1040], [-0.9917, 1.0555, -2.8708], [-0.4558, 1.8079, -1.7311], [-1.8497, -2.4144, 1.2883], [-3.1400, -2.1275, 0.3695], [-2.0615, -3.7376, -0.8843], [-0.5105, -3.0921, -0.3790], [-2.3206, -1.3967, -2.0990], [-1.3882, -2.6915, -2.8479], [0.5861, -1.7183, -1.9893], [-0.5248, -0.6944, -4.0339], [0.8608, 0.0611, -3.2629], [-2.0257, 0.7912, -2.6333], [-1.0221, 1.6312, -3.8036], [-1.0822, 2.5645, -1.4814], [0.4238, 2.2496, -1.9806], [-2.7939, 0.9278, 0.9988], [-3.4598, 2.8495, 1.5662], [-4.8036, 2.9762, 1.3419], [-5.5463, 4.0826, 1.8069], [-4.9198, 5.0236, 2.5502], [-3.5236, 4.9424, 2.7948], [-2.9464, 5.9555, 3.6018], [-1.6152, 5.9666, 3.8629], [-0.8024, 4.9920, 3.2549], [-1.2967, 3.9968, 2.4553], [-0.0482, 3.0142, 1.5010], [1.2692, 2.8823, 2.7807], [1.0271, 1.9264, 3.7698], [1.9348, 1.7088, 4.7932], [3.1173, 2.4410, 4.8337], [3.3689, 3.3927, 3.8562], [2.4484, 3.6154, 2.8376], [0.6182, 4.2812, 0.3598], [1.8089, 3.9816, -0.3103], [2.3139, 4.8324, -1.2795], [1.6221, 5.9911, -1.6190], [0.4317, 6.2883, -0.9751], [-0.0654, 5.4425, 0.0125], [-2.7256, 3.8917, 2.2545], [-5.3241, 2.1796, 0.8287], [-6.6074, 4.1404, 1.6039], [-5.4653, 5.8585, 2.9724], [-3.6008, 6.7160, 4.0105], [-1.1738, 6.7279, 4.4922], [0.2690, 5.0599, 3.4003], [0.1090, 1.3481, 3.7505], [1.7106, 0.9684, 5.5500], [3.8322, 2.2725, 5.6289], [4.2848, 3.9698, 3.8872], [2.6608, 4.3678, 2.0876], [2.3506, 3.0726, -0.0677], [3.2466, 4.5837, -1.7703], [2.0123, 6.6538, -2.3804], [-0.1138, 7.1864, -1.2354], [-0.9920, 5.6986, 0.5115], [2.7972, -2.7852, -2.1717], [2.9510, -4.0018, -0.9982], [2.5592, -3.9441, 0.2715], [2.8551, -5.1562, 1.0202], [3.6868, -5.9777, 0.0057], [3.5086, -5.2131, -1.2222], [2.1464, -3.1151, 0.6851], [1.9383, -5.6681, 1.3141], [3.4199, -4.9219, 1.9211], [3.3045, -6.9911, -0.1037], [4.7387, -6.0313, 0.2931], [4.0287, -5.3513, -2.0700], [6.6706, 1.9473, 0.1123], [5.4092, 1.4002, 0.1767], [4.8138, 1.1022, 1.4010], [3.5307, 0.5932, 1.4173], [2.8018, 0.3661, 0.3180], [3.3916, 0.6359, -0.8514], [4.6650, 1.1507, -0.9776], [7.2538, 1.8750, 0.9273], [7.1617, 1.9024, -0.7630], [5.3384, 1.2718, 2.3328], [3.0592, 0.3566, 2.3661], [2.8111, 0.4197, -1.7417], [5.0775, 1.3404, -1.9607], [0.9004, -2.2677, 1.7444], [0.7252, -1.5338, 2.7711], [-0.1106, -1.9921, 3.6722], [-0.7766, -3.2562, 3.4765], [-1.3030, -4.2661, 3.3138], [-0.3665, -1.1895, 4.8396], [-0.5608, -0.5431, 5.7708]], "atomic_forces_ev_per_a": [[-0.6953, 1.5914, -0.9067], [0.1569, -0.1801, -0.0207], [-0.0513, 0.0813, 0.0055], [0.0940, 0.0028, 0.0682], [-0.2384, -0.1909, -0.3633], [0.1098, -0.0668, 0.0647], [-0.0770, 0.0321, 0.2017], [0.0819, -0.0465, -0.2395], [0.0009, -0.0886, -0.0310], [-0.0009, 0.0643, -0.0767], [-0.0172, -0.0075, 0.0091], [-0.0195, -0.0426, 0.0060], [0.0104, 0.0183, 0.0027], [-0.0022, -0.0167, -0.0048], [-0.0210, -0.0112, -0.0203], [-0.0313, 0.0283, -0.0208], [-0.0040, -0.0065, 0.0125], [0.0036, -0.0036, 0.0198], [0.0264, 0.0143, -0.0234], [-0.0152, -0.0334, 0.0748], [0.0148, 0.0005, -0.0214], [0.0885, 0.1320, 0.0899], [0.1303, 0.2590, 0.1482], [-0.1493, 0.1518, 0.0657], [-0.0002, -0.2304, -0.1468], [0.1625, 0.0719, 0.0867], [-0.1423, 0.1782, 0.0715], [-0.0759, -0.0657, -0.0548], [0.1046, -0.1025, -0.0328], [0.1087, 0.2088, 0.1402], [-0.3302, -0.1792, -0.3212], [0.1426, -0.0600, 0.3271], [-0.1249, -0.0900, 0.0124], [-0.0005, -0.0306, 0.0135], [0.0315, 0.0428, -0.0290], [-0.0779, -0.0259, -0.0264], [-0.0280, -0.0373, 0.0100], [0.0800, 0.0849, -0.0385], [-0.0637, -0.0267, -0.0178], [0.0286, -0.0350, -0.0299], [-0.0441, 0.0142, 0.0287], [0.0286, -0.0557, 0.0186], [0.0185, -0.0316, 0.0313], [0.0025, 0.0616, -0.0410], [0.0682, -0.2371, -0.1398], [-0.0341, 0.0163, -0.0071], [0.0038, -0.0087, -0.0071], [0.0040, 0.0010, 0.0037], [-0.0074, 0.0001, -0.0089], [0.0178, -0.0046, 0.0001], [-0.0194, -0.0010, 0.0031], [0.0064, 0.0023, -0.0111], [0.0130, 0.0058, 0.0074], [0.0101, 0.0056, 0.0006], [-0.0030, 0.0175, -0.0190], [-0.0085, -0.0127, 0.0194], [-0.0284, -0.0116, 0.0020], [0.0026, 0.0212, -0.0175], [-0.0092, 0.0065, -0.0056], [-0.0129, 0.0009, 0.0090], [-0.0012, -0.0136, 0.0072], [0.0891, -0.4136, 0.3242], [-0.0384, 0.3811, -0.3406], [0.1052, 0.1264, -0.0245], [0.0507, 0.0195, -0.0738], [-0.0577, 0.0383, 0.0202], [-0.0463, 0.0554, -0.0642], [-0.0902, -0.0653, 0.0600], [-0.0255, -0.0027, -0.0256], [-0.0029, -0.0380, 0.0250], [0.0176, -0.0170, 0.0140], [0.0159, 0.0169, -0.0012], [0.0054, -0.0892, 0.0331], [-0.0436, 0.0622, -0.0017], [0.1792, 0.0079, -0.0220], [-0.0629, -0.0314, 0.0795], [-0.0461, 0.0183, -0.1132], [0.5917, 0.1575, -0.0329], [-0.0215, 0.0086, 0.1405], [-0.0527, -0.0117, -0.0759], [-0.0080, -0.0224, 0.0114], [-0.0211, -0.0291, -0.0175], [0.0058, 0.0050, -0.0035], [-0.0472, 0.0204, -0.0063], [-0.0215, -0.0088, 0.0070], [0.0171, 0.0095, 0.0077], [0.2096, -1.1200, 0.6191], [0.1046, -0.1232, 0.4488], [-0.2459, -0.0814, 0.2728], [0.1834, 0.2405, 0.2988], [-0.0429, 0.0178, -0.0784], [0.0896, -0.3077, -0.3853], [-0.0080, 0.0146, 0.0261]], "mulliken_charge": [2.09, -0.34, -0.53, -0.72, 0.44, -0.80, -0.93, -0.14, -0.05, 0.33, 0.50, -0.09, 0.37, 0.40, -0.44, 0.44, 0.25, 0.39, 0.44, 0.20, 0.04, 0.22, -0.01, -0.73, -0.85, -0.84, 0.90, -0.83, -1.16, -0.12, 0.62, 1.29, -0.15, -0.71, -0.63, -0.54, -0.84, 0.47, 0.26, -0.70, -0.59, -0.74, -0.63, -0.68, 0.26, 0.40, 0.39, 0.35, 0.36, 0.44, 0.41, 0.23, 0.46, 0.39, 0.45, 0.39, 0.53, 0.49, 0.37, 0.42, 0.34, -0.47, 0.21, 0.37, -0.47, -0.56, -0.19, -0.06, 0.29, 0.30, 0.30, 0.28, 0.24, -0.52, 0.86, -0.63, -0.86, 0.51, -0.70, -0.80, 0.22, 0.21, 0.40, 0.35, 0.17, 0.39, -0.74, -0.21, 0.99, -0.07, -0.56, -0.25, -0.57], "homo_lumo_gap_ev": 8.11, "de_lowest_kj_mol": 15.4, "molar_mass_g_mol": 870.8, "e_lumo_ev": 0.26, "e_homo_ev": -7.848, "fmax_ev_per_a": 2.0}